77
Properties=species:S:1:pos:R:3 method="wB97M-V/def2-TZVPD" multiplicity=5 max_force_ev_per_a=1.14 e_above_lowest_kcal_mol=127.4 homo_energy_ev="-12.59 / -12.74" e_tot_ev=-101840.79545 s2=6.03 charge=+2 gap_ev="6.256 / 2.897"
Os -0.67770 0.59936 -0.70072
C -6.41253 -1.05752 -0.61762
C -5.47067 -0.11269 -1.25493
N -5.73745 1.09499 -1.63709
N -4.56543 1.56256 -2.13172
C -3.58132 0.67966 -2.07992
S -1.98428 0.95606 -2.66835
N -4.15166 -0.41367 -1.52953
N -3.46899 -1.58563 -1.25114
H -7.35738 -0.54863 -0.44893
H -6.01597 -1.40583 0.33712
H -6.59062 -1.92428 -1.25563
H -4.50024 2.50523 -2.48351
H -3.95407 -2.36541 -1.67774
H -3.40498 -1.70049 -0.24085
N 2.10835 3.30162 0.62888
C 1.85851 3.33685 -0.85150
C 2.72991 4.37441 -1.52870
P 2.29225 1.55490 -1.47318
O 1.24827 2.07402 -3.84065
O 1.65093 0.65432 -0.37008
O 1.10791 1.31167 -2.64145
P 0.07628 3.67594 -1.08157
O -0.02713 5.00662 -0.18964
O -0.23816 3.87244 -2.51119
O -0.64285 2.58818 -0.26231
H 3.10025 3.17124 0.83330
H 1.56908 2.53884 1.11151
H 1.82077 4.19062 1.04732
H 3.78966 4.13161 -1.41217
H 2.54804 5.37219 -1.12235
H 2.50569 4.40291 -2.59364
H 0.65691 2.83532 -3.62122
H -0.65128 5.67042 -0.51185
C 0.35145 -2.27249 1.16792
C 0.29846 -2.29443 -0.31323
N -0.22844 -1.38048 -1.11554
C -0.04277 -1.80010 -2.42241
C 0.60489 -2.98074 -2.41549
N 0.82975 -3.28499 -1.07960
C 1.62213 -4.39679 -0.62965
N 2.90400 -3.93055 -0.09672
N 3.11944 -3.95538 1.29164
N 4.25006 -3.48108 1.54269
C 4.84993 -3.10564 0.34048
C 6.06450 -2.55331 0.09023
C 6.38533 -2.28488 -1.28713
C 5.50188 -2.57541 -2.32804
C 4.26939 -3.13949 -2.08115
C 3.95364 -3.40624 -0.70929
H -0.63696 -2.06678 1.56757
H 1.03200 -1.48767 1.50493
H 0.70186 -3.22291 1.56473
H -0.40275 -1.22425 -3.25575
H 0.91981 -3.62746 -3.21657
H 1.79716 -5.04086 -1.48811
H 1.12907 -4.96863 0.15160
H 6.75825 -2.33191 0.89123
H 7.34826 -1.85245 -1.52574
H 5.79690 -2.36200 -3.34565
H 3.58854 -3.37613 -2.88692
O 0.77261 1.73161 2.36120
C -0.34062 1.23241 2.40578
N -0.91360 0.46972 1.42026
S -2.51298 0.20144 1.73128
O -2.80955 -1.21480 1.72190
O -3.27940 1.00086 0.80673
C -2.49802 0.84557 3.35698
C -3.49327 0.82406 4.31190
C -3.18163 1.37587 5.54897
C -1.91923 1.90594 5.80115
C -0.92963 1.90203 4.82530
C -1.24010 1.36210 3.59136
H -4.47070 0.40710 4.11111
H -3.93168 1.38944 6.32811
H -1.70517 2.32029 6.77711
H 0.05710 2.30159 5.01586

60
Properties=species:S:1:pos:R:3 method="wB97M-V/def2-TZVPD" multiplicity=3 max_force_ev_per_a=2.57 e_above_lowest_kcal_mol=0.0 homo_energy_ev="-10.20 / -10.20" e_tot_ev=-72337.69441 s2=2.00 charge=+1 gap_ev="7.463 / 7.473"
Tm 11.65115 7.84127 7.82277
C 13.88457 6.12601 7.92363
Si 14.81498 7.74830 7.42490
C 15.91796 8.29372 8.80616
C 15.70987 7.33369 5.86066
N 13.50331 8.84748 7.31274
C 13.61290 10.24880 7.36290
C 14.69871 11.02032 6.95238
C 14.71022 12.39875 7.13316
C 13.57546 13.05355 7.60456
C 12.43187 12.36556 7.91669
C 12.47322 10.98827 7.79838
O 11.30151 10.18887 7.95987
C 10.13723 10.63440 8.58930
C 8.99544 10.60136 7.76339
C 7.80934 11.11228 8.29286
C 7.73845 11.45476 9.62354
C 8.88129 11.42573 10.40403
C 10.10852 11.09548 9.86131
H 14.68778 5.46374 8.13053
H 13.34551 5.64757 7.09225
H 13.27009 6.04541 8.88036
H 16.74386 7.61825 8.92138
H 15.47393 8.17235 9.80282
H 16.39050 9.28835 8.76463
H 16.06939 6.30440 5.76958
H 16.54488 7.96673 5.74918
H 15.04446 7.52049 4.99949
H 15.52305 10.50906 6.49638
H 15.51868 13.00779 6.83871
H 13.68572 14.08699 7.78360
H 11.56563 12.86994 8.26190
H 9.10684 10.25933 6.68711
H 6.97186 11.26186 7.64720
H 6.78320 11.79240 10.01980
H 8.84961 11.78189 11.39852
H 11.03143 11.11911 10.38953
C 7.79457 7.91531 4.69527
O 8.15570 6.64686 5.34312
C 9.09761 6.65361 6.25867
O 9.69995 7.73483 6.52461
N 9.39365 5.45851 6.85894
N 10.39922 5.39024 7.80552
H 7.43511 8.72849 5.40249
H 6.86008 7.72006 4.16276
H 8.67435 8.16683 4.06353
H 8.74427 4.66502 6.70384
H 11.10804 4.71858 7.55744
H 10.06703 5.35220 8.78811
C 9.67967 7.62163 12.56139
C 11.10080 7.92985 12.49287
C 11.67135 7.95988 11.23036
C 10.94505 7.72606 10.03086
C 9.54542 7.55983 10.17001
C 8.95195 7.38013 11.39533
H 9.26609 7.46048 13.58019
H 11.78019 7.90421 13.37800
H 12.76491 7.96560 11.22043
H 8.92639 7.46082 9.28921
H 7.88759 7.10036 11.55745

60
Properties=species:S:1:pos:R:3 method="wB97M-V/def2-TZVPD" max_force_ev_per_a=11.55 e_above_lowest_kcal_mol=554.5 homo_energy_ev=-8.93 e_tot_ev=-39006.89815 gap_ev=7.317
O -1.37896 -3.13921 3.04785
C -1.15028 -2.94134 1.71944
N -1.39779 -2.97780 0.34282
C -1.71960 -1.58628 -0.17448
C -0.55401 -0.79862 -1.03385
C -0.88229 0.71081 -1.66126
C -2.33563 1.47947 -1.44495
C -3.48586 0.70091 -0.57346
C -3.15340 -0.81779 0.04340
C -4.41531 -1.53194 0.87681
O -4.27176 -2.20320 2.02264
C -5.91461 -1.29032 0.17594
C -6.95715 -2.56357 0.11038
C -8.41417 -2.25997 -0.65023
C -8.75305 -0.74346 -1.25948
C -7.68161 0.52303 -1.18504
C -6.24650 0.22361 -0.45129
C -5.00823 1.33771 -0.30053
O -5.23923 2.60672 0.04916
H 0.51713 -1.24205 -1.23786
H -0.08458 1.28174 -2.30664
H -2.56161 2.53474 -1.91737
H -6.69070 -3.63798 0.55559
H -9.18473 -3.14033 -0.70595
H -9.77846 -0.54006 -1.79541
H -7.88989 1.59501 -1.62085
C 4.87198 2.81403 -4.44963
C 3.49390 3.45452 -4.59000
C 2.95042 4.04273 -3.26735
O 2.43857 3.06511 -2.35736
C 3.42760 2.43510 -1.55736
N 2.56492 2.47090 -5.16504
H 4.83611 1.84148 -3.95052
H 5.31705 2.64769 -5.43731
H 5.55038 3.46249 -3.88561
H 3.59657 4.28534 -5.30056
H 2.09856 4.68876 -3.51251
H 3.69158 4.68359 -2.77517
H 4.23956 3.11726 -1.28977
H 3.82031 1.55613 -2.07208
H 2.94867 2.08948 -0.63592
H 1.66894 2.92921 -5.33504
H 2.35103 1.79022 -4.43029
C 1.62305 -2.15360 4.41478
C 2.76552 -2.94644 3.78613
C 4.14771 -2.62878 4.40209
O 4.71776 -1.39429 3.95833
C 4.25198 -0.24959 4.65675
N 2.75886 -2.72557 2.33274
H 1.60567 -1.10939 4.08991
H 0.65738 -2.58946 4.13410
H 1.68880 -2.17019 5.50759
H 2.55994 -4.00887 3.97239
H 4.84736 -3.40813 4.07617
H 4.12268 -2.67555 5.49728
H 4.05703 -0.45979 5.71223
H 3.35595 0.14417 4.17320
H 5.02487 0.52288 4.59514
H 3.46968 -3.32292 1.90892
H 3.11191 -1.77832 2.16841

59
Properties=species:S:1:pos:R:3 method="wB97M-V/def2-TZVPD" max_force_ev_per_a=1.74 e_above_lowest_kcal_mol=0.0 homo_energy_ev="-13.83 / -13.83" e_tot_ev=-36255.04678 charge=+2 gap_ev="5.540 / 5.531"
Rh 0.58209 0.09411 -0.44678
C -4.27095 -2.81183 -0.94736
C -4.17541 -2.03566 0.20087
C -3.24625 -1.00925 0.27054
C -2.38140 -0.77437 -0.79936
C -2.50038 -1.53311 -1.95633
C -3.44843 -2.54378 -2.03175
N -1.41877 0.27938 -0.75150
C -1.88907 1.57110 -0.57893
C -3.22594 1.96246 -0.71311
C -3.55879 3.29425 -0.56657
C -2.59099 4.27375 -0.29181
C -1.27389 3.92144 -0.17104
C -0.93311 2.57131 -0.32162
N 0.34846 2.05687 -0.26571
N 1.33479 2.80702 -0.17465
C 2.56195 2.16316 -0.36923
C 3.72069 2.89951 -0.27044
C 4.93252 2.29108 -0.56821
C 4.92466 0.98197 -1.00201
C 3.71164 0.30760 -1.08154
N 2.55196 0.85834 -0.72441
H -5.00485 -3.60466 -1.00547
H -4.83932 -2.21985 1.03559
H -3.19389 -0.37419 1.14699
H -1.88445 -1.27994 -2.81188
H -3.55582 -3.11420 -2.94513
H -3.98012 1.22934 -0.95878
H -4.59468 3.59071 -0.66764
H -2.88253 5.30928 -0.18642
H -0.51079 4.65737 0.04238
H 3.64473 3.93752 0.02403
H 5.86117 2.84194 -0.49915
H 5.83791 0.47937 -1.28898
H 3.67957 -0.69634 -1.46420
C 1.85065 0.79595 2.29019
N 0.77250 -0.05102 1.74419
C -0.52411 0.34511 2.32498
C 1.05373 -1.48372 2.00558
C 0.38755 -2.36179 0.98263
N 0.93130 -2.08738 -0.36257
C 2.34120 -2.53012 -0.41665
C 0.20050 -2.93669 -1.33366
H 1.97187 0.59852 3.35812
H 1.59931 1.84558 2.16141
H 2.79148 0.57915 1.79066
H -0.43453 0.41355 3.41192
H -1.28317 -0.39135 2.07913
H -0.82865 1.31718 1.94154
H 0.70071 -1.76397 3.00160
H 2.13190 -1.62604 1.99490
H -0.68974 -2.18408 0.95544
H 0.54395 -3.41148 1.25144
H 2.41557 -3.55662 -0.04891
H 2.98935 -1.89869 0.18200
H 2.68091 -2.52520 -1.44979
H 0.40042 -3.99122 -1.12441
H 0.53189 -2.71191 -2.34591
H -0.86688 -2.76543 -1.25423